[1]
C44H52CdClN4O3 as an isolated structure at a distorted geometry, computed with the ωB97M-V functional and the def2-TZVPD basis.

Properties
Charge: -1
Lowest unoccupied orbital energy (alpha / beta) in eV: 1.65 / 1.65
Multiplicity: 1
HOMO-LUMO gap (alpha / beta) in eV: 4.89 / 4.89

Atoms and positions in Å:
1 Cd 0.54719 -0.07403 -0.17353
2 C 4.57589 -4.06213 2.99777
3 C 4.90219 -2.82063 2.16417
4 C 3.82089 -2.47783 1.18617
5 C 3.61059 -3.02463 -0.05523
6 C 4.43279 -4.07893 -0.72533
7 C 5.71559 -3.48763 -1.31903
8 C 2.47079 -2.34953 -0.62083
9 C 1.90309 -2.61153 -1.88183
10 C 0.79499 -2.03793 -2.47833
11 C 0.27639 -2.48223 -3.76693
12 C 0.79859 -3.65103 -4.53513
13 C 0.28849 -4.94903 -3.91063
14 C -0.78551 -1.69803 -4.06003
15 C -0.93301 -0.74283 -2.95893
16 C -1.86301 0.25747 -2.93293
17 C -2.03501 1.13567 -1.75233
18 N -0.87521 1.58327 -0.08063
19 C -1.59331 2.44937 0.77647
20 C -1.05931 2.49667 2.02647
21 C 0.12839 1.83047 2.46637
22 N 0.78639 0.82257 1.85137
23 C 1.78289 0.41417 2.69537
24 C 2.67669 -0.63603 2.46987
25 C 2.80899 -1.47053 1.36937
26 N 2.01119 -1.43843 0.25847
27 C 1.76479 1.21587 3.88167
28 C 0.72929 2.10797 3.73167
29 C 0.29109 3.17207 4.68657
30 C -0.69591 2.61927 5.71837
31 C 2.72779 1.12957 5.01957
32 C 4.04499 1.83367 4.67447
33 C -2.82351 3.08037 0.31257
34 C -3.42031 2.90217 -0.89563
35 C -4.51901 3.79647 -1.42823
36 C -5.67441 3.00337 -2.03193
37 C -3.42141 4.05827 1.30317
38 C -2.75811 5.43277 1.23897
39 N 0.03419 -1.01153 -2.01773
40 C -1.67011 -1.78133 -5.25953
41 C -1.21361 -0.81223 -6.35153
42 H 5.35199 -4.23263 3.74247
43 H 4.50749 -4.94283 2.36357
44 H 3.62509 -3.93743 3.50897
45 H 5.83889 -2.99143 1.62657
46 H 5.05819 -1.97113 2.83347
47 H 3.85229 -4.54323 -1.52463
48 H 4.69689 -4.86133 -0.00843
49 H 5.47239 -2.67663 -2.00333
50 H 6.28149 -4.24573 -1.86183
51 H 6.34969 -3.08593 -0.53043
52 H 2.40889 -3.36813 -2.46693
53 H 1.89109 -3.64653 -4.53403
54 H 0.47089 -3.59103 -5.57433
55 H 0.58629 -4.99803 -2.86733
56 H 0.68119 -5.81963 -4.43223
57 H -0.79751 -4.97383 -3.95113
58 H -2.50461 0.42987 -3.78143
59 H -1.56191 3.03647 2.81057
60 H 3.37119 -0.81743 3.28107
61 H -0.17841 3.98987 4.13347
62 H 1.16449 3.58397 5.20037
63 H -1.59351 2.24667 5.22867
64 H -0.98101 3.38817 6.43597
65 H -0.24571 1.78887 6.25747
66 H 2.92559 0.07977 5.25517
67 H 2.28499 1.59817 5.90247
68 H 4.48529 1.39247 3.78137
69 H 4.76139 1.74937 5.49257
70 H 3.86169 2.88967 4.47817
71 H -4.06391 4.42767 -2.20013
72 H -4.90681 4.45947 -0.66073
73 H -5.35521 2.47407 -2.92393
74 H -6.49381 3.67227 -2.28823
75 H -6.02961 2.27247 -1.30963
76 H -3.29001 3.64827 2.30257
77 H -4.49671 4.14647 1.15357
78 H -1.68201 5.32907 1.36387
79 H -3.14211 6.08397 2.02387
80 H -2.95371 5.89757 0.27577
81 H -2.69691 -1.54533 -4.97573
82 H -1.65901 -2.80363 -5.65003
83 H -1.22231 0.20877 -5.97663
84 H -1.87271 -0.87183 -7.21663
85 H -0.19901 -1.05513 -6.65993
86 Cl -6.00261 -1.83513 3.15227
87 C -4.78111 -1.17143 2.10197
88 C -5.07771 -0.91933 0.77297
89 C -4.12251 -0.35083 -0.03713
90 C -2.83441 -0.02693 0.45127
91 C -2.55321 -0.35763 1.80117
92 C -3.51501 -0.90833 2.61007
93 C -1.83121 0.47507 -0.40583
94 O -3.14951 1.99017 -1.88963
95 O -0.90701 2.01127 -1.46023
96 H -6.05901 -1.14143 0.38107
97 H -4.36441 -0.12053 -1.06423
98 H -1.55781 -0.18583 2.19097
99 H -3.29331 -1.15243 3.63897
100 C 1.72259 1.24087 -3.61973
101 O 1.69869 1.58707 -2.25043
102 H 1.96569 2.11937 -4.23423
103 H 0.76399 0.83457 -3.95263
104 H 2.49349 0.48247 -3.75773
105 H 0.81999 1.97087 -2.07553

---

[2]
C44H52F6N3O6SSeTe2Zr as an isolated structure, computed with the ωB97M-V functional and the def2-TZVPD basis.

Properties
Charge: -2
Lowest unoccupied orbital energy (alpha / beta) in eV: 3.74 / 3.74
Multiplicity: 2
HOMO-LUMO gap (alpha / beta) in eV: 4.50 / 5.08

Atoms and positions in Å:
1 Zr -0.49752 -1.48880 -0.27017
2 C 4.00335 -0.68291 1.17577
3 C 2.58125 -1.19604 1.37548
4 C 2.32080 -1.45556 2.85418
5 O 1.64874 -0.25296 0.83536
6 C 2.36220 -2.53920 0.64113
7 O 3.18836 -3.42397 0.75917
8 O 1.25703 -2.63557 -0.02943
9 H 4.17845 0.16618 1.83801
10 H 4.15766 -0.35380 0.15052
11 H 4.71863 -1.47246 1.40273
12 H 2.41141 -0.52545 3.41959
13 H 3.05768 -2.16918 3.22362
14 H 1.32161 -1.85904 2.99569
15 H 1.46422 0.43850 1.48871
16 O -2.51250 -1.07105 0.02223
17 C -2.33553 0.24835 0.06775
18 Te -3.08329 1.52625 -1.45860
19 C -1.85992 -7.53681 -6.15378
20 C -1.83792 -6.32827 -5.25747
21 C -2.70530 -5.26583 -5.44277
22 C -2.71095 -4.15942 -4.60140
23 C -3.69825 -3.06837 -4.90239
24 C -1.81983 -4.07714 -3.50187
25 Se -2.14298 -2.54509 -2.38207
26 C -0.90476 -5.14009 -3.33836
27 C 0.17068 -5.17853 -2.29170
28 C -0.94763 -6.23157 -4.20083
29 H -2.58365 -7.41056 -6.96105
30 H -2.13316 -8.44248 -5.60547
31 H -0.88463 -7.72162 -6.61096
32 H -3.41109 -5.29300 -6.26859
33 H -4.26090 -3.31444 -5.80498
34 H -3.20010 -2.10693 -5.03890
35 H -4.39520 -2.91427 -4.07683
36 H -0.01446 -4.49331 -1.47598
37 H 1.13559 -4.90549 -2.71947
38 H 0.26800 -6.18294 -1.87569
39 H -0.23770 -7.03782 -4.03226
40 C -3.48151 -6.05308 3.31538
41 N -2.31188 -5.71785 2.52036
42 C -1.95998 -4.43702 2.15130
43 S -1.43527 -4.22752 0.56701
44 N -2.08495 -3.44126 3.02173
45 C -2.37315 -3.52796 4.43427
46 H -3.69415 -7.10791 3.14742
47 H -4.36376 -5.47638 3.01931
48 H -3.31786 -5.92136 4.38358
49 H -2.19054 -6.32260 1.72189
50 H -1.71097 -2.54771 2.66595
51 H -3.40220 -3.82741 4.63679
52 H -2.23130 -2.53515 4.85306
53 H -1.69557 -4.22045 4.94407
54 C 0.44289 9.56514 -1.44541
55 C 0.28969 8.12729 -1.02478
56 C 0.42160 7.74982 0.29940
57 C 0.27066 6.42356 0.70712
58 C 0.38878 6.11333 2.17091
59 C 0.00536 5.44130 -0.25444
60 Te -0.32994 3.41383 0.27801
61 N -1.61951 0.71555 1.07868
62 C -1.19049 -0.09525 2.11625
63 O -0.64165 -1.27800 1.86815
64 C -1.26259 0.41538 3.43610
65 C -1.94929 1.63265 3.70842
66 C -2.03578 2.11972 4.99051
67 C -1.45699 1.43898 6.06926
68 C -0.76498 0.25452 5.81633
69 C -0.65967 -0.25007 4.53648
70 C 1.45232 3.11401 1.39733
71 C 1.29954 2.53288 2.65514
72 C 2.40052 2.14503 3.40734
73 C 3.67647 2.35320 2.90298
74 C 3.83040 2.93503 1.65388
75 C 2.73442 3.31336 0.87986
76 C 2.95711 3.93500 -0.46729
77 C -0.14880 5.80646 -1.60096
78 C -0.49349 4.80804 -2.66614
79 C -0.00531 7.14259 -1.95894
80 H 0.67954 10.20032 -0.59119
81 H -0.47279 9.94668 -1.90260
82 H 1.24270 9.68137 -2.18062
83 H 0.63391 8.50540 1.05032
84 H 0.27812 7.02665 2.75807
85 H 1.35319 5.66413 2.41478
86 H -0.37033 5.39414 2.48412
87 H -2.39353 2.16521 2.87766
88 H -2.56335 3.05097 5.16425
89 H -1.53962 1.82830 7.07629
90 H -0.29081 -0.27633 6.63567
91 H -0.08746 -1.14920 4.36081
92 H 0.30954 2.38638 3.05744
93 H 2.25072 1.69306 4.38109
94 H 4.54893 2.05495 3.47201
95 H 4.82699 3.08294 1.24957
96 H 3.95400 3.69589 -0.83884
97 H 2.85664 5.02220 -0.42047
98 H 2.21869 3.57981 -1.18872
99 H 0.08402 3.88919 -2.57383
100 H -0.32549 5.23445 -3.65508
101 H -1.54005 4.50096 -2.59267
102 H -0.12588 7.41434 -3.00288
103 C 2.59589 0.09389 -2.04475
104 C 1.19126 -0.09381 -2.61559
105 O 0.24421 -0.14586 -1.63003
106 C 0.86143 1.08900 -3.55540
107 F 1.07889 2.26176 -2.92402
108 F -0.38516 1.09881 -3.99813
109 F 1.68126 1.09585 -4.64155
110 C 1.21794 -1.38479 -3.50288
111 F 1.03715 -2.46618 -2.74436
112 F 0.31157 -1.40569 -4.48129
113 F 2.42784 -1.53898 -4.10562
114 H 2.54705 0.86106 -1.27527
115 H 3.31488 0.37317 -2.81460
116 H 2.92148 -0.83897 -1.58695

---

[3]
C44H52N7O2PRh as an isolated structure at a distorted geometry, computed with the ωB97M-V functional and the def2-TZVPD basis.

Properties
Charge: -1
Lowest unoccupied orbital energy (alpha / beta) in eV: 2.58 / 1.29
Multiplicity: 5
HOMO-LUMO gap (alpha / beta) in eV: 4.13 / 5.59

Atoms and positions in Å:
1 Rh -0.03687 0.04193 -0.34608
2 C 5.69226 -0.96061 1.93232
3 C 4.73580 -1.69070 1.23562
4 C 3.64606 -1.05550 0.68448
5 C 3.46259 0.33054 0.81480
6 C 4.45341 1.05633 1.48966
7 C 5.54012 0.41399 2.04491
8 P 2.08552 1.04724 -0.16986
9 C 2.20320 2.83185 0.17970
10 C 2.32047 3.32379 1.47910
11 C 2.37509 4.68503 1.71003
12 C 2.28192 5.58654 0.65994
13 C 2.11357 5.10516 -0.62802
14 C 2.06320 3.74560 -0.86538
15 C 3.03020 0.87731 -1.71353
16 C 4.18192 1.68114 -1.79146
17 C 5.26169 1.33377 -2.56654
18 C 5.25739 0.11369 -3.21964
19 C 4.11484 -0.70641 -3.21033
20 C 4.15607 -1.92463 -3.91648
21 C 3.01359 -2.67879 -4.06074
22 C 1.82462 -2.22696 -3.53265
23 C 1.72613 -1.06560 -2.72790
24 C 2.92999 -0.30221 -2.51434
25 H 6.55032 -1.45251 2.36542
26 H 4.86252 -2.75933 1.12617
27 H 2.92728 -1.61775 0.09993
28 H 4.38277 2.13134 1.57014
29 H 6.28796 0.99484 2.56799
30 H 2.33459 2.63603 2.31323
31 H 2.47868 5.05044 2.72336
32 H 2.32671 6.65343 0.84652
33 H 2.00932 5.79581 -1.45414
34 H 1.92097 3.37416 -1.87061
35 H 4.23385 2.58239 -1.19615
36 H 6.11843 1.99129 -2.63477
37 H 6.13179 -0.21708 -3.76253
38 H 5.09339 -2.25057 -4.34686
39 H 3.04007 -3.61469 -4.60392
40 H 0.93124 -2.78626 -3.74730
41 C -4.56181 0.31095 0.66726
42 C -3.09610 0.42352 0.35272
43 N -2.45000 -0.47878 -0.34555
44 O -3.27883 -1.50215 -0.88209
45 C -2.35583 1.50859 0.88044
46 C -2.95003 2.43447 1.90849
47 N -1.10825 1.71163 0.48456
48 O -0.39136 2.63538 1.01148
49 H -5.03540 -0.39381 -0.01074
50 H -5.05195 1.27853 0.58744
51 H -4.70085 -0.06070 1.68487
52 H -2.76295 -1.84674 -1.62670
53 H -3.76305 3.02671 1.49011
54 H -2.15776 3.11249 2.22465
55 H -3.32659 1.88216 2.76951
56 C -1.26283 -1.07810 2.80397
57 N -1.21472 -1.34335 4.24295
58 C -0.50739 -0.23303 4.87875
59 N 0.84105 -0.07532 4.35481
60 C 0.75019 0.16418 2.91860
61 N 0.07128 -0.93531 2.22070
62 C 0.80995 -2.17041 2.49894
63 N 0.91007 -2.45372 3.92667
64 C -0.44287 -2.56147 4.45984
65 C 1.57085 -1.31850 4.56099
66 H -1.81671 -0.15297 2.64070
67 H -1.78981 -1.90027 2.31072
68 H -0.45849 -0.41394 5.95995
69 H -1.06572 0.68922 4.69112
70 H 1.76277 0.25670 2.51917
71 H 0.21050 1.09711 2.74156
72 H 1.81733 -2.08439 2.08774
73 H 0.29524 -3.01473 2.03673
74 H -0.38792 -2.77043 5.53508
75 H -0.95375 -3.39253 3.96069
76 H 2.57001 -1.21194 4.12935
77 H 1.66324 -1.51586 5.63456
78 C 0.41251 1.67056 -3.91986
79 C -1.02728 1.18737 -4.04054
80 C -1.90167 1.90749 -3.00809
81 C -1.28186 -0.29955 -3.88793
82 C -2.30462 -0.78585 -4.68648
83 C -2.74080 -2.09644 -4.61145
84 C -2.18123 -2.91153 -3.65077
85 C -1.15362 -2.47775 -2.81510
86 C -0.76999 -3.52767 -1.77760
87 C -0.10083 -4.76966 -2.40713
88 C 0.06585 -3.05416 -0.60018
89 C -0.63642 -1.15852 -2.95475
90 N 0.49123 -0.68054 -2.29073
91 H 0.48322 2.69573 -4.28515
92 H 1.09465 1.05162 -4.49879
93 H 0.71847 1.64567 -2.87681
94 H -1.39381 1.46652 -5.03942
95 H -1.52766 1.67835 -2.00599
96 H -2.93588 1.57143 -3.08171
97 H -1.87225 2.98612 -3.16077
98 H -2.76636 -0.12182 -5.40637
99 H -3.51378 -2.46681 -5.26986
100 H -2.54055 -3.92656 -3.53460
101 H -1.73294 -3.86212 -1.36566
102 H 0.95441 -4.81105 -2.14488
103 H -0.18265 -4.77471 -3.49049
104 H -0.57058 -5.68166 -2.04569
105 H 1.10995 -2.93814 -0.88495
106 H 0.01015 -3.80021 0.19383
107 H -0.31247 -2.08920 -0.21474

---

[4]
C44H52N9OP2Ti as an isolated structure at a distorted geometry, computed with the ωB97M-V functional and the def2-TZVPD basis.

Properties
Charge: +1
Lowest unoccupied orbital energy (alpha / beta) in eV: -2.16 / -2.16
Multiplicity: 3
HOMO-LUMO gap (alpha / beta) in eV: 6.40 / 7.24

Atoms and positions in Å:
1 Ti 9.69029 -1.04014 16.15169
2 C 10.95815 -6.10613 16.81061
3 C 10.53989 -4.76303 16.16697
4 C 9.27064 -4.98153 15.23336
5 P 10.23810 -3.32599 17.31229
6 C 9.31930 -3.83998 18.90979
7 C 8.71666 -5.27296 19.01025
8 C 10.12674 -3.53330 20.14499
9 C 12.03488 -3.04423 17.59449
10 C 12.84114 -3.99730 18.24054
11 C 14.21415 -3.80828 18.19210
12 C 14.76787 -2.66326 17.64007
13 C 13.94650 -1.59299 17.21843
14 C 12.55775 -1.79178 17.20692
15 N 11.67673 -0.85996 16.66188
16 C 12.01643 0.45768 16.34000
17 C 12.59701 1.32147 17.29755
18 C 13.31031 2.40645 16.83920
19 C 13.28750 2.77999 15.48688
20 C 12.45090 2.10940 14.55547
21 C 11.83186 0.86152 14.99358
22 P 10.57464 -0.05615 14.03827
23 C 9.61154 1.13023 12.98737
24 C 10.32751 1.76159 11.72513
25 C 8.97883 2.21262 13.82610
26 C 11.60333 -1.14960 12.89886
27 C 11.79545 -2.47864 13.63216
28 C 12.99893 -0.59366 12.50048
29 H 11.67909 -6.66344 16.16490
30 H 10.11706 -6.78482 16.88287
31 H 11.39396 -5.92789 17.78360
32 H 11.37668 -4.43484 15.57655
33 H 8.35003 -4.47047 15.61869
34 H 9.03046 -6.04569 15.07130
35 H 9.47127 -4.58927 14.21678
36 H 8.44469 -3.14284 18.95092
37 H 9.41460 -6.04806 19.33280
38 H 8.42070 -5.60336 17.99305
39 H 7.88742 -5.26012 19.69272
40 H 10.61834 -4.43475 20.43957
41 H 9.31594 -3.31346 20.89683
42 H 10.85602 -2.69241 20.11561
43 H 12.36369 -4.69200 18.93466
44 H 14.86462 -4.53606 18.57841
45 H 15.85129 -2.61279 17.52333
46 H 14.34716 -0.70742 16.72556
47 H 12.47142 1.00365 18.34814
48 H 13.92527 3.01845 17.51488
49 H 13.81932 3.64069 15.13555
50 H 12.40871 2.51190 13.56967
51 H 8.82702 0.49251 12.60268
52 H 10.88884 2.62325 12.04189
53 H 9.56133 1.99591 10.95345
54 H 10.98274 1.04756 11.25887
55 H 8.38722 2.95024 13.25097
56 H 9.67735 2.68525 14.53285
57 H 8.28881 1.67224 14.54343
58 H 10.91415 -1.41927 12.08056
59 H 12.36317 -2.38781 14.58146
60 H 12.35084 -3.15659 12.95947
61 H 10.80967 -2.93585 13.82769
62 H 13.56222 -0.50944 13.43676
63 H 12.88416 0.34172 11.96525
64 H 13.53945 -1.33698 11.86386
65 C 4.31485 -0.88435 14.13277
66 N 5.75656 -1.16393 14.39245
67 C 6.59405 -0.69776 15.30100
68 N 7.73995 -1.44054 15.25361
69 C 7.53357 -2.27196 14.15988
70 N 6.37263 -2.15496 13.60692
71 C 3.84771 0.57486 14.26907
72 C 3.67262 1.39158 13.16969
73 C 3.49913 2.76810 13.32184
74 C 3.55850 3.36054 14.55575
75 C 3.59248 2.54467 15.70097
76 C 3.71537 1.16469 15.59222
77 C 3.84403 3.15449 17.03848
78 N 3.82922 2.65036 18.24188
79 N 4.72390 3.36859 19.01344
80 C 5.19434 4.33007 18.25304
81 O 4.63208 4.27788 16.97146
82 C 6.40582 5.12262 18.39477
83 C 6.60668 6.38692 17.78577
84 C 7.92452 6.78814 17.57873
85 C 8.99350 5.90398 17.75650
86 C 8.78986 4.69076 18.46297
87 C 9.89595 3.66077 18.73083
88 N 9.47031 2.29486 18.38284
89 C 9.05718 1.74810 17.21407
90 N 9.04103 0.39877 17.34584
91 C 9.36635 0.18888 18.63944
92 N 9.70793 1.28831 19.27973
93 C 7.51022 4.47700 18.98044
94 H 3.75680 -1.50400 14.85130
95 H 4.02138 -1.23743 13.09969
96 H 6.29292 0.01351 16.08034
97 H 8.20542 -2.98134 13.75593
98 H 3.59376 0.99323 12.18018
99 H 3.29786 3.44361 12.50023
100 H 3.60936 4.44130 14.66532
101 H 3.68098 0.53880 16.49247
102 H 5.79616 7.01857 17.46046
103 H 8.11197 7.76129 17.20564
104 H 10.00347 6.14207 17.37465
105 H 10.06938 3.64230 19.84251
106 H 10.85266 3.95606 18.31324
107 H 8.69471 2.27480 16.33219
108 H 9.45635 -0.73903 19.13497
109 H 7.28953 3.74840 19.75725